C6H10N2 in the gas phase. Source: the OMol25 dataset; level of theory: ωB97M-V/def2-TZVPD.

```
18
Properties=species:S:1:pos:R:3:forces:R:3:mulliken_charge:R:1
C 1.51220 -0.77839 0.29651 0.124 -0.051 0.010 -0.180
C -2.41293 0.33557 1.09250 -0.088 -0.027 -0.141 -0.835
N -1.11019 0.41173 0.46006 -0.112 -0.506 -0.337 -0.252
C 1.33892 0.61303 0.49085 0.115 -0.713 -0.615 0.171
C 0.47474 -0.74561 -0.84175 0.421 0.568 0.539 -0.108
N 0.90468 -1.03541 -2.12901 0.098 0.125 -0.070 -0.461
C -0.85099 -0.42766 -0.50381 -0.418 0.688 0.562 -0.115
C 1.52262 1.86631 0.76504 -0.079 0.093 -0.154 -0.784
H 0.32450 -0.72037 -2.88985 0.042 -0.044 0.076 0.215
H 1.31985 -1.94540 -2.28573 -0.040 0.121 0.050 0.206
H -1.65372 -0.88452 -1.09925 -0.022 -0.126 0.156 0.321
H 1.22419 -1.41203 1.13751 0.037 0.057 -0.028 0.201
H 2.49300 -1.05523 -0.09259 -0.069 -0.076 -0.010 0.284
H -2.74430 1.33670 1.37585 0.001 -0.050 -0.004 0.243
H -3.17904 -0.12029 0.44679 0.051 0.012 0.025 0.292
H -2.36133 -0.26327 2.00952 0.007 0.054 -0.068 0.269
H 0.75813 2.60373 0.53283 0.058 -0.015 -0.125 0.271
H 2.43967 2.22111 1.23453 -0.126 -0.109 0.135 0.263
```
Positions in Å, forces in eV/Å.

Computed properties:
E_LUMO (spin up / spin down) = 0.823 / 0.820 eV

A molecular structure, C6H10N2 at a distorted geometry. Source: the OMol25 dataset; level of theory: ωB97M-V/def2-TZVPD.

```
18
Properties=species:S:1:pos:R:3:forces:R:3:mulliken_charge:R:1
C -1.92262 -0.75380 0.11040 -0.504 0.960 -2.071 -0.384
C 0.54834 -0.85133 0.33467 3.471 1.763 4.229 -0.036
C 2.02299 -0.57053 -0.15885 -1.213 -1.969 -5.722 -0.633
C 0.61261 0.69065 0.58039 -2.693 1.068 -0.858 0.490
C -0.71803 1.30196 0.01362 1.368 4.353 0.319 -0.647
C -1.92572 0.83199 -0.15921 0.389 -4.030 0.762 -0.476
H -2.17477 -0.89215 1.27762 0.773 -0.470 -2.643 0.214
H -2.34995 -1.52519 -0.74373 -0.994 2.482 2.757 0.353
H -0.68520 -2.08603 0.01514 0.351 -0.409 -2.155 0.328
H 0.68795 -1.41084 1.36764 -0.906 0.566 -1.878 0.226
H 2.63778 -1.19757 -1.01764 -2.027 1.518 1.435 0.239
H 2.64137 -0.69334 0.61130 2.361 -0.354 3.688 0.358
H 2.44692 1.52869 -0.34046 -2.243 -1.619 0.147 0.259
H 0.96692 1.07411 1.56290 -0.871 -0.420 -0.264 0.366
H -0.72794 2.40831 -0.35876 0.927 -1.698 1.048 0.139
H -2.70226 1.47743 -0.48822 -0.779 -0.080 -0.353 0.416
N -0.55531 -1.16774 -0.47302 -0.951 -3.404 2.832 -0.598
N 1.63443 0.79960 -0.41438 3.541 1.744 -1.274 -0.614
```
Positions in Å, forces in eV/Å.

Computed properties:
E_LUMO = 0.958 eV

A molecular structure, C6H10N2 at a distorted geometry. Source: the OMol25 dataset; level of theory: ωB97M-V/def2-TZVPD.

```
18
Properties=species:S:1:pos:R:3:forces:R:3:mulliken_charge:R:1
C -0.86614 0.83757 -1.37718 1.839 1.823 -0.263 -1.229
C 0.64730 -1.86600 0.17934 -0.028 -0.047 0.074 -1.332
C 0.96556 1.28889 -0.98955 -4.389 0.610 -0.490 0.393
C 0.48284 -0.38554 0.29471 3.033 -0.067 0.717 1.048
C -0.37770 0.18692 1.32755 -0.786 0.299 -0.283 -0.123
C -1.17742 -0.50476 2.14217 0.305 0.018 -0.133 -0.783
N 1.48024 0.36305 -0.23065 -0.694 -2.792 0.873 -0.599
N 1.30169 2.27744 -1.66904 0.370 0.048 -0.887 -0.599
H 2.28150 2.30395 -1.94024 0.181 0.143 0.491 0.270
H -0.29184 1.26146 1.44216 -0.004 -0.034 -0.051 0.340
H -1.29892 1.83201 -1.32262 -0.108 0.110 -0.375 0.378
H -0.68835 0.53159 -2.40288 -0.164 0.152 -0.188 0.314
H -1.59882 0.16665 -0.93337 0.499 -0.363 0.506 0.407
H 1.41762 -2.17026 0.89748 -0.105 -0.014 -0.023 0.343
H 1.00922 -2.12353 -0.81386 0.004 0.098 0.025 0.319
H -0.26915 -2.41590 0.38175 0.018 0.013 0.096 0.390
H -1.72428 -0.00553 2.93091 0.046 0.027 -0.010 0.279
H -1.29336 -1.57802 2.08331 -0.017 -0.025 -0.079 0.183
```
Positions in Å, forces in eV/Å.

Computed properties:
E_LUMO (spin up / spin down) = -1.058 / -1.058 eV

C6H10N2 in the gas phase at a distorted geometry. Source: the OMol25 dataset; level of theory: ωB97M-V/def2-TZVPD.

```
18
Properties=species:S:1:pos:R:3:forces:R:3:mulliken_charge:R:1
C -0.88157 2.31365 0.59966 -0.326 0.645 0.375 -0.839
C -0.04610 1.57789 -0.08883 0.304 -2.044 2.460 0.078
N 0.62085 1.30179 -1.18178 0.449 -0.019 -2.306 -0.577
C 0.83069 0.26085 -0.11980 -1.475 2.961 -0.141 1.047
C 2.21678 0.17956 0.44232 0.384 -0.002 0.526 -1.325
C -0.00381 -0.94172 -0.26023 -1.062 -0.753 0.023 -0.356
N -1.18096 -1.00630 0.24997 1.493 0.220 -1.199 -0.310
C -1.96197 -2.17181 -0.12833 -0.244 -0.366 0.463 -0.770
H -1.11243 3.33087 0.30393 -0.239 -0.117 -0.189 0.244
H -1.38464 1.90480 1.46924 0.412 0.133 0.047 0.261
H 1.26452 1.99280 -1.55836 0.571 -0.698 0.042 0.316
H 2.37183 0.90355 1.24913 -0.026 -0.092 -0.132 0.318
H 2.41739 -0.81455 0.85233 -0.066 0.107 -0.004 0.386
H 2.97194 0.37096 -0.33058 -0.180 -0.067 0.083 0.310
H 0.43978 -1.77333 -0.83454 -0.227 -0.053 0.058 0.345
H -1.36793 -3.09331 -0.14788 0.000 0.052 -0.117 0.306
H -2.42297 -2.02642 -1.11149 0.116 0.088 0.140 0.286
H -2.77138 -2.30929 0.59523 0.117 0.006 -0.131 0.281
```
Positions in Å, forces in eV/Å.

Computed properties:
SMILES string = C=C1N[C@]1(C)/C=N/C
E_LUMO = 1.051 eV

C6H10N2 in the gas phase at a distorted geometry. Source: the OMol25 dataset; level of theory: ωB97M-V/def2-TZVPD.

```
18
Properties=species:S:1:pos:R:3:forces:R:3:mulliken_charge:R:1
C 2.14856 0.34971 -0.58390 -0.866 1.015 -0.294 -1.419
C 0.82736 0.12013 0.14083 1.613 -0.778 -2.480 1.053
C 0.64760 -0.73642 1.28478 -2.492 1.163 1.350 -0.891
C 0.21097 -1.23949 -0.03878 0.361 0.020 -1.956 -0.382
C -1.15213 -1.06351 -0.72932 -0.383 0.005 1.592 -0.524
C -1.87164 0.08979 -0.00588 -1.354 0.480 0.689 -0.193
N -1.33596 1.25237 0.24602 0.427 -2.363 -0.490 -0.807
N 0.00810 1.24564 -0.12769 -0.670 1.562 -0.146 0.006
H 2.55992 1.18787 0.01394 0.750 -0.303 -0.891 0.343
H 2.81983 -0.51221 -0.68181 -0.194 0.261 0.509 0.335
H 1.86013 0.67330 -1.64035 0.632 -0.175 1.392 0.297
H 1.45858 -1.13718 1.75491 2.063 -1.270 1.047 0.364
H -0.07682 -0.32117 1.98781 -0.127 -0.490 -0.110 0.256
H 0.95287 -1.89874 -0.53896 -0.913 0.118 0.434 0.289
H -1.73340 -1.99965 -0.87772 0.076 0.717 0.621 0.369
H -0.95797 -0.70215 -1.72268 0.341 0.273 -0.669 0.265
H -2.93345 -0.01983 0.37130 1.299 0.111 -0.719 0.349
H 0.48100 2.12235 0.09898 -0.563 -0.346 0.124 0.291
```
Positions in Å, forces in eV/Å.

Computed properties:
SMILES string = C[C@]12C[C@H]1CC=NN2
E_LUMO = 1.027 eV

C6H10N2 in the gas phase at a distorted geometry. Source: the OMol25 dataset; level of theory: ωB97M-V/def2-TZVPD.

```
18
Properties=species:S:1:pos:R:3:forces:R:3:mulliken_charge:R:1
C 1.29993 -1.08344 -0.54402 -4.239 2.078 0.204 -0.880
N 1.83969 0.28015 -0.12788 -2.103 1.355 -1.423 -0.654
C 0.61798 1.04607 0.30025 1.109 -0.395 1.869 0.401
C -0.30012 1.37030 -0.85601 -3.119 1.790 3.814 -1.192
C -1.49558 0.44453 0.12108 4.009 -0.365 -3.173 -0.101
N -1.50372 -0.89418 -0.57366 -1.642 -0.938 2.255 -0.647
C -0.11030 -1.25399 0.18034 -1.282 1.864 0.655 -0.088
C -0.25274 0.01819 1.06928 -2.132 0.658 -4.651 -0.698
H 1.99443 -1.67449 -0.09941 1.681 -2.746 0.553 0.473
H 0.82210 -1.40385 -1.52390 2.283 1.236 -0.098 0.308
H 2.34378 0.25885 0.73284 0.872 -1.062 0.326 0.308
H 0.66750 1.88664 1.07152 1.202 -0.560 -1.460 0.319
H 0.05659 1.17288 -1.83849 -0.201 -0.845 -0.689 0.361
H -0.64223 2.47651 -0.79613 0.691 -1.720 -0.313 0.268
H -2.35120 1.08031 0.26205 -0.561 -0.423 0.376 0.458
H -2.39340 -1.42146 -0.06127 3.292 0.986 -1.500 0.278
H -0.20239 -2.21599 0.60359 -0.081 -1.005 0.712 0.548
H -0.39033 -0.08702 2.07981 0.222 0.092 2.543 0.537
```
Positions in Å, forces in eV/Å.

Computed properties:
SMILES string = C1N[C@H]2C[C@H]3N[C@@H]1[C@@H]23
E_LUMO = 0.926 eV

2 unconnected molecules or ions with the total composition C6H10N2 at a distorted geometry. Source: the OMol25 dataset; level of theory: ωB97M-V/def2-TZVPD.

```
18
Properties=species:S:1:pos:R:3:forces:R:3:mulliken_charge:R:1
N -0.59677 -2.39953 0.70620 -1.568 -2.188 -0.797 -0.476
C 0.18313 -1.64467 0.15603 0.741 -0.663 0.312 0.185
C 1.11699 -0.78679 -0.16165 1.414 -1.097 0.164 -0.592
C 0.91138 0.37430 -1.03926 -0.977 1.828 -0.919 0.290
C 1.24257 1.65667 -0.33151 -0.985 2.499 -1.800 -0.494
C 2.05061 1.23149 -1.53657 -0.568 -0.366 0.886 -0.689
H -0.89779 -3.34872 0.25620 1.118 2.283 0.773 0.282
H 2.16413 -0.97269 0.33272 -2.130 0.448 -1.130 0.220
H 0.05645 0.58695 -1.80008 1.119 -1.506 1.793 0.256
H 1.77192 1.57050 0.57411 0.363 -0.127 1.019 0.268
H 0.60963 2.59769 -0.41099 0.686 -1.506 0.147 0.236
H 1.85308 1.61602 -2.50150 -0.004 0.730 -0.643 0.257
H 3.06384 1.00359 -1.34355 0.868 -0.555 0.083 0.261
C -3.07410 -0.41880 1.58256 0.569 -0.203 -0.786 -0.209
N -2.00427 0.26049 1.59027 -0.207 0.069 1.035 -0.550
H -3.74576 -0.49110 2.48213 0.667 0.363 -0.971 0.247
H -3.32555 -0.99582 0.66442 -0.287 0.000 0.765 0.202
H -1.37949 0.16042 0.78046 -0.818 -0.010 0.069 0.306
```
Positions in Å, forces in eV/Å.

Computed properties:
SMILES string = N=C=CC1CC1.C=N
E_LUMO = 0.868 eV

A molecular structure, C6H10N2 at a distorted geometry. Source: the OMol25 dataset; level of theory: ωB97M-V/def2-TZVPD.

```
18
Properties=species:S:1:pos:R:3:forces:R:3:mulliken_charge:R:1
C -0.92592 1.26826 1.42309 -0.430 0.084 0.116 -0.748
C 0.12646 -2.21095 0.49310 0.793 0.271 0.099 -1.349
C -0.17079 -0.72973 0.38706 -4.090 -1.324 1.553 1.213
C -0.53919 -0.30145 -0.96400 3.023 1.313 2.963 0.118
C 1.22821 0.10920 -0.67476 -0.902 0.924 -2.596 -0.162
C 1.49927 1.31976 -1.15885 0.247 -0.427 -0.435 -0.885
N -0.46347 -0.09250 1.50509 1.219 -0.417 -1.561 -0.626
N -1.24729 0.33060 -1.74588 0.239 -0.352 -1.126 -0.614
H -2.23746 0.08119 -1.75931 0.104 0.083 0.381 0.286
H 2.02014 -0.57904 -0.40475 -0.280 -0.164 0.053 0.320
H -0.17767 1.93680 0.96305 -0.008 -0.166 -0.084 0.225
H -1.10178 1.64193 2.43432 0.019 -0.053 -0.080 0.333
H -1.87398 1.37858 0.87015 0.213 0.033 -0.017 0.231
H 0.45436 -2.64199 -0.45531 -0.018 0.079 0.008 0.351
H -0.77365 -2.72933 0.82591 0.058 0.138 -0.025 0.376
H 0.91603 -2.34486 1.23421 -0.104 -0.177 0.041 0.372
H 0.74255 1.95688 -1.60407 -0.162 -0.072 0.182 0.284
H 2.52418 1.60664 -1.36905 0.081 0.227 0.529 0.276
```
Positions in Å, forces in eV/Å.

Computed properties:
E_LUMO (spin up / spin down) = 0.154 / 0.154 eV

C6H10N2 in the gas phase at a distorted geometry. Source: the OMol25 dataset; level of theory: ωB97M-V/def2-TZVPD.

```
18
Properties=species:S:1:pos:R:3:forces:R:3:mulliken_charge:R:1
N -1.38310 -2.16616 -0.23263 0.028 -0.982 0.167 -0.519
C -1.12514 -1.18374 -1.26363 -0.493 0.645 1.352 -0.607
C -1.12618 0.27006 -0.73522 0.293 -0.375 0.087 -0.638
C 0.12086 0.59218 0.04033 -0.214 0.507 -0.427 0.645
C 0.23114 0.84226 1.42893 -0.970 -0.162 0.173 -0.663
C 1.50867 1.20695 1.70236 0.847 -0.085 0.471 -0.507
N 2.19083 1.20119 0.52432 0.594 -0.102 -0.583 0.009
C 1.36446 0.83184 -0.49528 -0.564 -0.243 0.152 -0.763
H -0.57519 -2.41430 0.31437 -0.008 0.173 0.082 0.217
H -2.20548 -2.11179 0.35832 0.192 0.450 -0.378 0.197
H -1.91256 -1.24989 -2.00811 0.243 -0.262 -0.496 0.312
H -0.12056 -1.41225 -1.60203 -0.101 -0.042 -0.757 0.353
H -2.00238 0.37559 -0.09771 -0.081 0.095 0.126 0.285
H -1.26379 0.97328 -1.55618 0.107 0.048 -0.148 0.317
H -0.59485 0.78392 2.12205 0.140 -0.039 0.100 0.363
H 2.03217 1.36233 2.63640 -0.204 0.176 -0.143 0.396
H 3.17461 1.34292 0.37993 -0.019 0.095 0.329 0.197
H 1.68648 0.75560 -1.51622 0.209 0.104 -0.106 0.407
```
Positions in Å, forces in eV/Å.

Computed properties:
SMILES string = NCCc1cc[nH]c1
E_LUMO = 0.991 eV

2 unconnected molecules or ions with the total composition C6H10N2 at a distorted geometry. Source: the OMol25 dataset; level of theory: ωB97M-V/def2-TZVPD.

```
18
Properties=species:S:1:pos:R:3:forces:R:3:mulliken_charge:R:1
C 0.09943 -1.88006 -1.46875 1.294 -4.563 -4.688 0.037
C -0.19354 -0.83506 -2.37693 -0.339 -3.115 2.249 -0.489
C -0.37370 0.26773 -1.66358 0.330 6.029 -0.031 -0.320
N -0.11407 0.49207 -0.34790 -1.403 -1.604 -1.662 -0.210
C 0.22111 -0.53101 0.38412 2.932 0.082 0.322 -0.054
C 0.57484 -1.74728 -0.22604 -2.139 -1.472 3.415 -0.668
H 0.14463 -2.97678 -2.01424 -0.063 2.642 1.659 0.187
H -0.41858 -1.18801 -3.35098 -0.214 0.855 -0.941 0.396
H -0.53203 1.31036 -2.07148 -0.360 -1.486 -0.450 0.325
H 0.56044 -0.29930 1.40301 -0.765 -0.357 -0.316 0.335
H 0.69010 -2.65242 0.46405 0.403 1.318 -1.290 0.286
C 0.37108 2.01328 1.77235 0.627 0.930 -0.689 -0.887
N -0.58476 1.31364 2.67332 -0.353 -0.281 -1.319 -0.489
H 0.17357 1.78319 0.70799 -0.411 0.654 1.284 0.529
H 0.27192 3.09428 1.87945 0.499 0.180 0.193 0.382
H 1.50959 1.71949 1.76661 -2.163 0.297 1.195 0.271
H -0.16794 1.16782 3.53466 0.850 -0.353 2.000 0.186
H -1.53512 1.67579 2.87602 1.277 0.244 -0.931 0.181
```
Positions in Å, forces in eV/Å.

Computed properties:
SMILES string = c1ccncc1.CN
E_LUMO = 0.970 eV

A molecular structure, C6H10N2 at a distorted geometry. Source: the OMol25 dataset; level of theory: ωB97M-V/def2-TZVPD.

```
18
Properties=species:S:1:pos:R:3:forces:R:3:mulliken_charge:R:1
C -0.07338 0.07826 -1.26098 0.167 0.272 0.726 -0.788
C -1.50303 1.27044 0.52986 -0.336 0.043 0.222 -1.372
C -0.18474 1.08149 -0.15502 0.705 2.060 -0.345 0.804
C 0.16446 -1.00921 -0.26410 2.412 -2.322 -0.013 0.437
C 1.79856 -1.18123 0.33516 -3.969 1.180 0.189 -0.050
C -0.63284 -2.06137 -0.08915 -0.038 0.300 -0.188 -0.896
N 0.87954 1.77800 0.15298 -0.425 -1.381 0.006 -0.561
N 2.60590 -0.26863 0.30854 0.380 2.485 0.029 -0.857
H 0.81544 2.29891 1.02004 -0.334 0.193 0.051 0.235
H 1.96188 0.95467 0.14916 0.620 -1.974 -0.551 0.455
H -0.98233 -0.02693 -1.85516 0.054 -0.052 0.082 0.385
H 0.80568 0.27943 -1.87394 -0.075 -0.058 0.045 0.272
H 1.79861 -2.07994 0.93753 0.506 -0.780 -0.312 0.317
H -2.31630 0.77058 -0.00203 0.190 0.002 0.015 0.340
H -1.47586 0.84934 1.54082 0.045 0.156 -0.128 0.330
H -1.74886 2.33876 0.59380 0.161 -0.239 0.046 0.437
H -1.47067 -2.27008 -0.74543 -0.303 0.211 0.175 0.255
H -0.44203 -2.80250 0.67793 0.239 -0.096 -0.050 0.256
```
Positions in Å, forces in eV/Å.

Computed properties:
E_LUMO = 0.156 eV

C6H10N2 in the gas phase at a distorted geometry. Source: the OMol25 dataset; level of theory: ωB97M-V/def2-TZVPD.

```
18
Properties=species:S:1:pos:R:3:forces:R:3:mulliken_charge:R:1
C 0.72761 1.13923 1.24765 -2.099 2.085 0.502 -1.089
C 0.78483 0.71022 0.01881 0.178 2.527 -1.919 0.887
C 0.13274 1.57025 -1.02762 0.901 3.740 1.765 -1.253
C 1.73635 -0.29671 -0.45867 0.171 0.013 1.430 -0.525
N 1.03703 -1.54524 -0.68916 -0.992 -0.508 -0.906 -0.510
C -0.19011 -1.48669 -0.52878 0.137 -0.574 -0.152 0.473
C -1.48105 -1.46486 -0.26802 0.078 -1.435 0.689 -0.434
N -2.01539 -1.88284 1.02299 0.300 0.517 -1.330 -0.523
H 0.11865 2.06703 1.46752 0.666 -1.339 -0.034 0.192
H 1.07218 0.59529 2.05346 1.230 -0.870 1.665 0.372
H -0.49371 1.08414 -1.71351 -0.881 -0.609 -0.922 0.333
H 0.90792 2.20944 -1.55324 -0.569 -1.145 0.092 0.294
H -0.39813 2.43156 -0.43936 0.225 -1.756 -1.314 0.294
H 2.38944 0.12359 -1.23598 -0.411 -0.700 -0.235 0.326
H 2.34450 -0.45988 0.41365 0.877 -0.511 0.123 0.309
H -2.20970 -1.50917 -1.06409 0.165 0.421 -0.223 0.383
H -1.41344 -1.50680 1.77332 -1.517 -0.175 -0.278 0.235
H -3.04971 -1.77855 0.98103 1.542 0.317 1.045 0.236
```
Positions in Å, forces in eV/Å.

Computed properties:
SMILES string = C=C(C)CN=C=CN
E_LUMO = 0.852 eV